C3H3N2OP | the ωB97M-V functional and the def2-TZVPD basis

Total charge = 0
2S+1 = 1
Orbital gap (spin up / spin down) = 6.20 / 8.39 eV
F_max = 0.096 Eh/bohr
DFT total energy = -642.07091 a.u.
ΔE to the lowest compared entry with this formula, charge and spin = 3.7276 eV

XYZ file:
```
10
Properties=species:S:1:pos:R:3:lowdin_charge:R:1
C -0.2909 -0.0847 -2.0574 -0.509
C -0.1231 1.5549 1.2416 0.008
C 0.5188 -0.7058 0.6723 -0.286
N 0.7292 0.1176 -2.5559 0.072
N 0.4866 0.5779 1.4390 0.012
O -0.7183 -1.1250 0.2628 -0.470
P -1.6502 -0.5566 -0.9430 0.893
H -0.9673 2.0123 0.5290 0.079
H 0.8500 -1.3706 1.4712 0.134
H 1.1651 -0.4199 -0.0596 0.067
```

C4H6O2 | the ωB97M-V functional and the def2-TZVPD basis

Total charge = 0
2S+1 = 1
Orbital gap = 9.91 eV
F_max = 0.044 Eh/bohr
DFT total energy = -306.38165 a.u.
ΔE to the lowest compared entry with this formula, charge and spin = 3.3919 eV

XYZ file:
```
12
Properties=species:S:1:pos:R:3:lowdin_charge:R:1
C 0.9637 -0.1727 -1.3417 -0.099
C 0.8764 0.9851 0.8691 -0.022
O 0.7828 2.0843 1.1403 0.104
C -0.9990 -0.4710 1.3468 -0.038
C -1.2217 -0.4173 0.0322 -0.274
O -0.3317 -0.8354 -0.9181 -0.158
H 0.9279 -0.5165 -2.3590 0.076
H 1.8440 -0.5795 -0.8225 0.078
H 1.1239 0.9292 -1.3905 0.076
H -0.1401 -1.0007 1.7410 0.068
H -1.6583 0.0160 2.0589 0.073
H -2.1678 -0.0216 -0.3563 0.118
```

H22O11 | the ωB97M-V functional and the def2-TZVPD basis

Total charge = 0
2S+1 = 1
Orbital gap = 9.97 eV
F_max = 0.011 Eh/bohr
DFT total energy = -840.81850 a.u.
ΔE to the lowest compared entry with this formula, charge and spin = 1.6771 eV
SMILES string = O.O.O.O.O.O.O.O.O.O.O

XYZ file:
```
33
Properties=species:S:1:pos:R:3:lowdin_charge:R:1
O -3.2516 -8.0940 21.1649 -0.047
H -2.6403 -8.8395 21.1803 0.038
H -2.6849 -7.3211 21.0629 0.064
O -1.1362 -9.5255 19.2535 -0.074
H -0.7077 -10.0294 18.5570 0.027
H -2.0612 -9.7859 19.1727 -0.003
O -5.9115 -8.0763 15.4551 -0.071
H -6.6739 -8.2057 14.8857 0.022
H -6.1273 -8.5761 16.2538 -0.010
O -4.3418 -12.7330 20.2170 -0.041
H -4.1825 -13.6390 20.5040 0.053
H -4.6753 -12.2817 20.9995 0.041
O -5.6910 -6.5625 21.0858 -0.089
H -4.9899 -7.2208 20.9824 -0.025
H -6.3623 -6.8007 20.4149 -0.020
O -6.4349 -13.9623 18.1838 -0.058
H -7.3799 -14.1360 18.2295 0.030
H -6.3054 -13.1319 18.6583 -0.011
O -7.8529 -9.6991 16.8973 -0.037
H -7.8808 -10.1755 17.7328 0.009
H -8.7731 -9.5069 16.6897 0.052
O -7.5037 -11.1187 19.9228 -0.035
H -8.4060 -11.2530 19.6120 0.052
H -7.3909 -11.7764 20.6182 0.053
O -7.2588 -7.0800 18.8518 -0.046
H -8.1186 -6.6643 18.9823 0.062
H -6.7420 -6.4296 18.3583 0.070
O -4.8938 -9.7935 18.6731 -0.032
H -5.5962 -10.3468 19.0373 0.005
H -4.9960 -8.9418 19.1134 0.035
O -2.6494 -11.3817 17.6386 -0.057
H -2.3966 -12.2992 17.7808 0.043
H -3.5393 -11.3130 18.0101 -0.002
```

C3H9NO2 | the ωB97M-V functional and the def2-TZVPD basis

⟨S²⟩ = 0.76
Total charge = +1
2S+1 = 2
Orbital gap (spin up / spin down) = 8.93 / 3.78 eV
F_max = 0.109 Eh/bohr
DFT total energy = -324.52757 a.u.
ΔE to the lowest compared entry with this formula, charge and spin = 2.6663 eV

XYZ file:
```
15
Properties=species:S:1:pos:R:3:mulliken_spin:R:1
C -1.7493 0.9119 -2.4664 0.005
O -0.8693 0.7573 -1.4866 0.041
H -0.8998 1.1617 -0.6431 -0.004
H -2.6691 1.3846 -2.2998 0.001
H -1.1229 1.5645 -3.0399 0.010
H -1.8218 -0.1026 -3.0751 0.001
C 0.6141 -1.0058 0.5774 0.035
C 0.8098 -0.1389 1.7214 -0.030
O 0.1944 0.9776 1.9094 0.881
N 1.8182 -0.4898 2.5458 0.050
H 1.7150 -0.1103 3.4253 0.000
H 2.5213 -1.2928 2.2908 0.002
H 0.4284 -0.3652 -0.3192 0.005
H -0.3740 -1.4880 0.5862 -0.003
H 1.4050 -1.7640 0.2736 0.006
```

C44H73ClFNO16S | the ωB97M-V functional and the def2-TZVPD basis

Total charge = 0
2S+1 = 1
Orbital gap = 8.05 eV
F_max = 0.022 Eh/bohr
DFT total energy = -3937.21419 a.u.
SMILES string = CCC[C@@H](C)c1c(F)cc(CCCCS(=O)(=O)Cl)c2c1C(=O)C=C(CN)C2=O.CCOC(C)=O.CCOC(C)=O.CCOC(C)=O.CCOC(C)=O.CCOC(C)=O.CCOC(C)=O

XYZ file:
```
137
Properties=species:S:1:pos:R:3:lowdin_charge:R:1
C -1.8247 2.4990 -3.9249 -0.083
C -2.5118 1.1411 -4.1147 -0.232
C -1.9192 0.0332 -3.2250 -0.159
C -1.9714 0.4079 -1.7315 -0.302
C -3.3428 0.9543 -1.3377 -0.044
C -1.4932 -0.7604 -0.8911 -0.038
C -2.3756 -1.7201 -0.3993 -0.196
F -3.6886 -1.6401 -0.6884 0.081
C -1.9955 -2.8063 0.3620 0.049
C -0.6662 -3.0199 0.7011 -0.145
C -0.3589 -4.2373 1.5361 -0.129
C -0.2053 -3.9855 3.0536 -0.162
C -0.9920 -2.8087 3.6389 -0.187
C -0.0813 -1.5561 3.7059 -0.267
S -1.0225 -0.0772 3.4522 0.330
O -1.6853 0.2479 4.6746 -0.330
O -1.7890 -0.1627 2.2557 -0.311
Cl 0.4387 1.3124 3.1149 0.402
C 0.2715 -2.0793 0.2343 -0.036
C -0.1392 -0.9721 -0.5437 -0.004
C 0.9357 -0.0220 -0.9573 -0.309
O 0.8609 0.7221 -1.9029 0.126
C 2.1629 0.0087 -0.1527 0.076
C 2.5675 -1.0303 0.5738 -0.139
C 3.8582 -0.9865 1.3359 -0.198
N 4.8257 -2.0097 0.8826 0.021
C 1.7087 -2.2381 0.5910 -0.294
O 2.1804 -3.3014 0.9299 0.104
H -1.1864 2.5362 -3.0474 0.063
H -1.2167 2.7414 -4.7887 0.069
H -2.5426 3.3102 -3.8389 0.057
H -2.3643 0.8301 -5.1404 0.076
H -3.5847 1.1686 -3.9513 0.101
H -2.4881 -0.8866 -3.3524 0.111
H -0.9059 -0.1724 -3.5483 0.106
H -1.2612 1.2075 -1.5583 0.108
H -3.4856 1.9430 -1.7568 0.076
H -3.5016 0.9669 -0.2641 0.084
H -4.1244 0.3330 -1.7683 0.080
H -2.7544 -3.5059 0.6787 0.134
H -1.1918 -4.9237 1.3927 0.112
H 0.5115 -4.7601 1.1785 0.103
H -0.5470 -4.8842 3.5584 0.111
H 0.8518 -3.8850 3.2902 0.111
H -1.9189 -2.6034 3.1151 0.106
H -1.2612 -3.0661 4.6589 0.110
H 0.6880 -1.6382 2.9465 0.077
H 0.3835 -1.4987 4.6837 0.104
H 2.7733 0.8955 -0.2268 0.131
H 4.3164 -0.0257 1.1198 0.084
H 3.6873 -1.0742 2.4055 0.121
H 4.9705 -2.7124 1.5899 0.059
H 4.5015 -2.4597 0.0431 0.061
C -1.9404 -1.9935 -10.1131 -0.058
C -2.2940 -0.7357 -9.3449 -0.235
O -2.9129 -1.0305 -8.0892 0.005
C -2.2101 -1.2974 -6.9733 -0.520
C -0.7200 -1.5237 -7.0705 0.032
O -2.7940 -1.4085 -5.9305 0.099
H -1.2069 -2.6030 -9.5846 0.060
H -1.5303 -1.7389 -11.0905 0.083
H -2.8301 -2.6068 -10.2563 0.084
H -1.4340 -0.0792 -9.2049 0.112
H -3.0391 -0.1624 -9.8942 0.121
H -0.5349 -2.5917 -7.1608 0.068
H -0.2577 -1.1594 -6.1551 0.091
H -0.2394 -1.0136 -7.9012 0.075
C -1.8289 -7.5348 -6.3507 -0.062
C -0.6360 -7.8571 -7.2269 -0.237
O -0.4878 -6.9193 -8.2961 0.002
C 0.1619 -5.7491 -8.1611 -0.527
C 0.5605 -5.2707 -6.7842 0.012
O 0.3550 -5.0776 -9.1378 0.100
H -1.7183 -6.5695 -5.8565 0.070
H -1.9555 -8.2996 -5.5842 0.082
H -2.7355 -7.4902 -6.9539 0.084
H 0.2894 -7.9384 -6.6548 0.112
H -0.7866 -8.8173 -7.7173 0.122
H -0.2203 -4.6092 -6.4123 0.080
H 1.4870 -4.7090 -6.8756 0.096
H 0.7303 -6.0618 -6.0582 0.071
C -0.6452 0.2205 8.1054 -0.058
C -1.2111 -1.0888 7.6017 -0.237
O -0.5866 -2.2208 8.2183 -0.001
C -0.9641 -2.7143 9.4139 -0.528
C -1.9016 -1.9106 10.2850 0.015
O -0.5010 -3.7590 9.7791 0.105
H -0.8255 0.3574 9.1715 0.065
H -1.0930 1.0567 7.5673 0.081
H 0.4349 0.2461 7.9595 0.088
H -2.2958 -1.1380 7.7084 0.120
H -1.0011 -1.1932 6.5412 0.079
H -1.3047 -1.3243 10.9829 0.096
H -2.5196 -2.6062 10.8472 0.090
H -2.5645 -1.2461 9.7360 0.068
C 8.2393 3.9662 2.0391 -0.065
C 7.5734 2.6333 2.3123 -0.239
O 6.4912 2.3806 1.4139 -0.004
C 6.6616 1.8345 0.1927 -0.524
C 8.0550 1.6891 -0.3724 0.016
O 5.6907 1.5232 -0.4384 0.101
H 8.6917 3.9947 1.0478 0.068
H 9.0176 4.1613 2.7772 0.081
H 7.5035 4.7690 2.0854 0.083
H 8.2834 1.8051 2.3026 0.113
H 7.1185 2.6445 3.3014 0.122
H 8.2674 2.5545 -0.9986 0.096
H 8.0748 0.7949 -0.9900 0.093
H 8.8356 1.5908 0.3779 0.069
C 2.2130 4.4641 9.3135 -0.063
C 0.9130 3.7962 9.7116 -0.237
O 1.1210 2.4732 10.2096 -0.015
C 1.4376 2.2009 11.4913 -0.529
C 1.8471 3.3280 12.4116 0.013
O 1.4342 1.0578 11.8533 0.108
H 2.8779 4.5929 10.1677 0.068
H 2.0194 5.4448 8.8783 0.082
H 2.7383 3.8530 8.5797 0.084
H 0.3424 4.3920 10.4258 0.114
H 0.2816 3.6680 8.8336 0.120
H 2.9339 3.3972 12.4125 0.096
H 1.5108 3.0826 13.4156 0.091
H 1.4281 4.2964 12.1489 0.068
C -6.0487 6.6650 -6.6833 -0.065
C -5.5562 6.0349 -5.3967 -0.240
O -4.2621 5.4498 -5.5475 -0.003
C -3.1158 6.1496 -5.4227 -0.526
C -3.1688 7.6596 -5.3555 0.012
O -2.0764 5.5534 -5.4223 0.109
H -5.4090 7.4894 -6.9989 0.067
H -7.0624 7.0461 -6.5572 0.081
H -6.0495 5.9266 -7.4848 0.084
H -5.5676 6.7363 -4.5608 0.112
H -6.2063 5.2067 -5.1196 0.123
H -3.0182 8.0567 -6.3583 0.095
H -2.3548 7.9969 -4.7189 0.090
H -4.0947 8.0594 -4.9490 0.068
```

C2H3INO2 | the ωB97M-V functional and the def2-TZVPD basis

Total charge = +1
2S+1 = 1
Orbital gap (spin up / spin down) = 3.79 / 3.77 eV
F_max = 0.156 Eh/bohr
DFT total energy = -580.41036 a.u.
ΔE to the lowest compared entry with this formula, charge and spin = 4.2994 eV

XYZ file:
```
9
Properties=species:S:1:pos:R:3:lowdin_charge:R:1
C -1.4195 0.6958 -0.0532 -0.473
C -0.0370 0.0617 0.8425 -0.296
N -0.9538 1.3121 0.8776 0.263
O 0.5040 -0.5432 -0.2846 -0.153
O -1.8180 0.1025 -0.9347 0.244
I 2.1187 0.4284 -3.2861 0.829
H -0.2503 -0.9331 1.4313 0.186
H 0.8355 0.3977 1.4461 0.144
H 1.0203 -1.5220 -0.0388 0.257
```

C15H16I2NO4ReSe2 | the ωB97M-V functional and the def2-TZVPD basis

⟨S²⟩ = 0.93
Total charge = +1
2S+1 = 2
Orbital gap (spin up / spin down) = 6.08 / 6.37 eV
F_max = 0.018 Eh/bohr
DFT total energy = -6413.23227 a.u.
ΔE to the lowest compared entry with this formula, charge and spin = 0.1742 eV

XYZ file:
```
41
Properties=species:S:1:pos:R:3:mulliken_spin:R:1
Re -1.4303 -1.3571 -1.3266 0.661
O 2.5829 0.3375 2.1363 0.002
C 2.4580 -1.0318 2.4740 -0.010
C 1.3809 -1.6732 1.5664 0.002
C 1.3431 -3.1502 1.9703 -0.005
O 0.3557 -3.8377 1.2242 0.005
C 1.8693 -1.4505 0.1280 -0.007
Se 0.7596 -2.1793 -1.3116 0.027
C 0.0806 -0.9293 1.8748 0.004
Se -1.6011 -1.4250 1.0018 0.313
H 3.2255 0.7479 2.7227 0.000
H 2.1621 -1.1503 3.5223 0.001
H 3.4066 -1.5592 2.3199 0.000
H 1.1366 -3.2180 3.0448 0.001
H 2.3333 -3.5893 1.7984 0.001
H 0.3075 -4.7497 1.5263 0.000
H 2.8552 -1.8969 -0.0038 -0.001
H 1.9627 -0.3803 -0.0486 0.001
H 0.2162 0.1343 1.6827 0.004
H -0.1643 -1.0413 2.9332 -0.006
O -5.1240 0.3456 -1.7129 -0.014
C -3.9574 0.0937 -1.6237 -0.007
O -3.4194 -1.1078 -1.6921 -0.019
C -2.9152 1.1761 -1.4363 0.012
C -3.3281 2.4989 -1.2650 -0.004
C -2.3741 3.4570 -1.0827 0.006
C -1.0122 3.0993 -1.1407 -0.001
C 0.0105 4.0709 -1.0111 0.002
C 1.3217 3.7179 -1.1287 -0.002
C 1.6603 2.3773 -1.4057 0.001
C 0.6979 1.4147 -1.5233 0.022
C -0.6616 1.7463 -1.3633 -0.011
N -1.6481 0.7836 -1.4503 0.008
H -4.3894 2.6988 -1.2714 0.001
H -2.6461 4.4915 -0.9167 0.000
H -0.2763 5.0984 -0.8296 0.000
H 2.1014 4.4610 -1.0362 0.000
H 2.6989 2.1061 -1.5410 0.000
H 0.9531 0.3993 -1.7835 -0.011
I -2.3954 -3.8234 -2.0305 0.015
I -0.5368 -5.7060 -1.9910 0.011
```

C30H40HgN11O4P | the ωB97M-V functional and the def2-TZVPD basis

⟨S²⟩ = 0.76
Total charge = -1
2S+1 = 2
Orbital gap (spin up / spin down) = 3.48 / 7.26 eV
F_max = 0.070 Eh/bohr
DFT total energy = -2565.22695 a.u.
ΔE to the lowest compared entry with this formula, charge and spin = 0.5717 eV

XYZ file:
```
87
Properties=species:S:1:pos:R:3:mulliken_spin:R:1
Hg 1.1785 0.0707 -0.7783 0.032
C 2.0890 2.7518 4.1257 0.075
N 2.0074 2.4826 2.7010 0.069
C 2.8948 2.9753 1.7702 0.108
C 2.4797 2.4613 0.5679 -0.098
N 1.3390 1.6498 0.7389 0.126
C 1.0563 1.7380 2.0384 0.321
P -0.5956 1.3150 2.7743 0.066
C -1.8914 2.4894 2.2416 0.054
N -2.1913 2.8973 0.9810 0.061
C -3.2779 3.8080 1.1298 -0.026
C -3.5671 3.9638 2.4767 0.041
N -2.6860 3.1614 3.2002 0.026
C -2.8702 2.9397 4.6297 0.007
C -0.9202 -0.3750 2.1399 0.221
N -1.0678 -0.6961 0.8385 -0.029
C -1.3361 -2.0231 0.7931 -0.001
C -1.3874 -2.5650 2.0468 0.002
N -1.2371 -1.5110 2.9365 -0.116
C -0.9645 -1.6713 4.3665 0.046
H 3.0334 2.3912 4.5291 -0.011
H 1.3045 2.1698 4.5963 0.000
H 1.9758 3.8100 4.3855 -0.029
H 3.7491 3.5625 2.1069 0.045
H 2.8595 2.6458 -0.4694 -0.008
H -3.7393 4.3175 0.2974 0.000
H -4.3255 4.5119 2.9787 0.008
H -3.5383 3.7292 5.0293 0.003
H -1.9116 2.9838 5.1607 0.003
H -3.2839 1.9172 4.7532 -0.002
H -1.5149 -2.4743 -0.1654 0.002
H -1.5830 -3.5352 2.4533 0.002
H -0.6434 -2.6998 4.5780 0.003
H -1.9239 -1.4580 4.8702 0.005
H -0.2318 -0.9583 4.6983 -0.010
C -0.6415 4.4222 -1.9923 0.001
C -0.3294 3.0199 -2.5963 -0.006
C -1.1799 2.8105 -3.8505 0.000
O -0.7260 1.9776 -1.6430 -0.001
C 1.2156 2.9396 -2.9081 0.009
O 1.6166 3.8487 -3.6709 -0.001
O 1.9371 1.9837 -2.4101 0.000
H -1.6931 4.5261 -1.7283 -0.001
H -0.3404 5.2036 -2.7007 0.001
H 0.0063 4.5047 -1.0878 0.004
H -2.2264 3.0308 -3.6277 0.000
H -1.1789 1.8258 -4.3018 0.000
H -0.8237 3.5238 -4.5892 0.000
H -1.2683 2.3525 -0.9343 -0.001
N 1.7170 -2.8727 -2.0715 -0.002
C 1.5283 -1.8328 -1.5765 0.004
C 0.3301 -1.5377 -4.7510 -0.001
N -0.9539 -2.2382 -4.6892 0.000
C -1.3336 -3.0713 -5.8159 0.000
C -2.4420 -4.0500 -5.4268 0.000
C -3.5684 -3.2821 -4.8043 0.000
N -3.0470 -2.4873 -3.6692 0.000
C -4.0339 -2.1450 -2.6454 -0.001
C -1.7865 -1.9622 -3.6097 0.004
O -1.4161 -1.2681 -2.6714 -0.006
H 0.4846 -1.2788 -5.8044 0.000
H 0.2163 -0.6293 -4.1637 0.002
H 1.1523 -2.1329 -4.3870 -0.001
H -0.4519 -3.6215 -6.1236 0.000
H -1.6482 -2.4022 -6.6679 0.000
H -2.0463 -4.8012 -4.7164 0.000
H -2.8199 -4.5656 -6.3213 0.000
H -4.3733 -3.9182 -4.3388 0.000
H -4.0466 -2.5653 -5.5184 0.000
H -4.8613 -1.6314 -3.1041 0.000
H -3.5409 -1.5491 -1.8715 0.001
H -4.3423 -3.0916 -2.1690 0.000
N 3.4534 -3.9338 2.3548 -0.005
C 2.6565 -3.2526 1.5040 0.002
N 2.9079 -1.9470 1.4674 -0.006
C 4.0492 -1.7580 2.2110 -0.017
C 4.7698 -0.5837 2.5086 0.005
C 5.7885 -0.6632 3.4559 0.000
C 6.0458 -1.8285 4.1777 0.000
C 5.3402 -3.0207 3.9094 -0.003
C 4.3591 -2.9867 2.9161 0.017
H 3.3731 -4.9229 2.6708 0.000
H 1.8750 -3.8012 0.9457 0.001
H 4.3972 0.3492 2.0900 0.006
H 6.3333 0.2338 3.7094 -0.002
H 6.7299 -1.8023 5.0072 0.001
H 5.5578 -3.8932 4.5097 -0.001
```